Entry 1:
Formula: C7H13NO2
Source: the OMol25 dataset
Level of theory: ωB97M-V/def2-TZVPD

Cartesian coordinates (Å):
O 0.226 3.016 0.023
O -3.448 -1.607 -0.704
N -0.424 -1.922 2.230
C -0.723 -0.028 1.085
C -1.176 -0.777 2.136
C 1.427 -0.168 -0.329
C 1.082 0.327 -1.525
C 0.392 -0.761 0.495
C 2.018 0.969 -2.457
C 0.408 -1.967 1.136
H -0.295 3.722 -0.354
H -1.920 -0.577 2.882
H -3.964 -0.809 -0.541
H 3.003 1.005 -1.985
H 1.832 2.051 -2.593
H 1.126 -2.755 0.940
H 0.446 3.272 0.930
H -1.107 0.909 0.720
H -0.007 0.294 -1.636
H -0.334 -2.715 2.843
H -3.023 -1.845 0.133
H 2.005 0.552 -3.456
H 2.456 -0.187 0.027

Properties
* highest occupied orbital energy: -7.9 eV
* energy above the lowest of the compared OMol25 structures with the same formula, charge and spin: 237.1 kJ/mol
* SMILES: C/C=C/c1cc[nH]c1.O.O
* LUMO: 0.7 eV
* orbital gap: 0.3157 hartree

=====

Entry 2:
Formula: C36H37Cl2N7O3STi
Source: the OMol25 dataset
Level of theory: ωB97M-V/def2-TZVPD

Cartesian coordinates (Å):
Ti 0.673 0.214 0.136
Cl 0.396 -2.503 -4.035
Cl -3.828 -4.108 -1.094
S -2.266 -0.384 0.105
O 1.471 -1.745 1.651
O 0.225 -1.621 -0.136
O -0.042 1.708 -0.144
N 0.648 0.175 -2.063
N -0.956 -3.776 -1.630
N -2.989 -1.944 2.082
N -0.103 0.171 2.131
N 2.708 -0.451 -0.603
N -1.162 -0.590 2.505
N 2.029 1.316 1.222
C 0.788 -2.297 0.777
C -2.084 2.946 -0.092
C 4.314 -0.038 -2.340
C -3.983 -3.459 -3.699
C -2.124 -0.996 1.638
C -3.146 -3.656 -2.620
C 5.030 -0.890 -0.234
C -1.752 -3.502 -2.711
C 0.274 -4.416 -1.647
C 1.917 0.516 -4.066
C 2.997 2.061 0.690
C -0.463 0.340 -2.768
C 2.340 -4.988 -0.553
C -0.461 0.609 -4.128
C 1.078 -4.413 -0.500
C 2.800 -5.612 -1.698
C -0.554 2.997 -0.226
C 1.967 -5.697 -2.800
C 3.987 2.661 1.430
C 3.712 -0.849 0.177
C 0.784 0.520 3.059
C 2.952 1.768 3.395
C 0.758 0.710 -4.789
C 5.340 -0.454 -1.518
C 2.996 -0.078 -1.870
C 1.833 0.237 -2.696
C 0.043 3.857 0.907
C -0.172 3.596 -1.592
C 0.599 -3.807 0.794
C 0.610 0.142 4.504
C -2.086 -2.844 -5.028
C -1.264 -2.999 -3.926
C 0.715 -5.117 -2.772
C -3.441 -3.102 -4.922
C 1.939 1.202 2.581
C 3.972 2.480 2.823
H 0.061 -5.218 -3.624
H -0.099 3.356 1.865
H 5.797 -1.237 0.437
H -0.732 3.099 -2.382
H -1.397 0.230 -2.229
H -2.501 2.309 -0.870
H 2.926 1.645 4.465
H -3.788 -2.110 1.491
H 2.968 2.173 -0.391
H 2.875 0.557 -4.558
H -1.114 -1.049 3.415
H 2.969 -4.955 0.326
H -2.354 2.523 0.873
H -1.659 -2.510 -5.959
H -1.434 -3.728 -0.742
H 3.445 -1.157 1.182
H 3.784 -6.052 -1.723
H -3.101 -2.129 3.066
H -0.376 0.422 4.878
H 1.109 4.010 0.748
H 2.290 -6.221 -3.686
H 0.741 -0.937 4.620
H 1.349 0.626 5.133
H 4.753 3.245 0.952
H -5.047 -3.595 -3.588
H 0.802 0.913 -5.849
H -1.391 0.729 -4.661
H -0.461 -4.024 0.959
H -0.389 4.661 -1.613
H 6.361 -0.442 -1.864
H -0.444 4.828 0.939
H 4.749 2.918 3.429
H -4.078 -3.004 -5.785
H 4.529 0.324 -3.333
H 0.893 3.445 -1.772
H -2.505 3.943 -0.179
H 1.171 -4.217 1.629

Properties
* highest occupied orbital energy (spin up / spin down): -8.2 / -9.7 eV
* charge: +1
* energy above the lowest of the compared OMol25 structures with the same formula, charge and spin: 97.0 kJ/mol
* spin multiplicity: 2
* ⟨S²⟩: 0.7625
* LUMO (spin up / spin down): -3.2 / -3.3 eV
* orbital gap (spin up / spin down): 0.1845 / 0.2364 hartree

=====

Entry 3:
Formula: C19H18N6O
Source: the OMol25 dataset
Level of theory: ωB97M-V/def2-TZVPD

Cartesian coordinates (Å):
O 1.643 -3.147 1.031
N -0.847 -0.593 -1.358
N 2.537 0.544 -1.122
N 3.286 0.820 1.008
N 2.299 -1.124 0.902
N -1.298 -2.579 -0.440
N -2.455 -1.799 -0.552
C -3.224 0.434 -1.197
C 3.624 4.173 -1.316
C -2.154 -0.560 -1.075
C 3.136 0.483 2.439
C -0.401 -1.823 -1.010
C -5.749 1.010 -0.946
C 3.283 2.904 -1.825
C 2.771 -0.990 2.326
C 3.515 2.025 0.401
C 2.744 0.023 0.105
C -4.780 -1.279 -0.140
C 3.171 1.820 -0.937
C -3.916 -3.531 0.700
C -4.538 0.078 -0.760
C 0.957 -2.241 -1.097
C 3.890 3.266 0.874
C 4.031 4.402 0.045
C -3.734 -2.197 0.076
C 1.490 -2.153 0.327
H 2.262 1.026 2.896
H 4.512 5.304 0.326
H -5.748 -1.641 0.116
H -3.523 -3.436 1.684
H -6.243 1.502 -0.109
H -5.499 1.820 -1.641
H -3.350 -4.259 0.164
H 3.562 -1.729 2.525
H 4.017 0.603 3.034
H 0.989 -3.310 -1.358
H 3.597 4.878 -2.108
H 4.191 3.452 1.927
H -3.076 1.301 -1.770
H -6.615 0.518 -1.389
H -4.980 -3.766 0.828
H 3.095 2.600 -2.939
H 2.000 -1.202 3.101
H 1.527 -1.631 -1.747

Properties
* highest occupied orbital energy: -8.0 eV
* energy above the lowest of the compared OMol25 structures with the same formula, charge and spin: 287.8 kJ/mol
* SMILES: Cc1cc(C)n2nc(CC(=O)N3CCn4c3nc3ccccc34)nc2c1
* LUMO: 0.5 eV
* orbital gap: 0.3134 hartree

=====

Entry 4:
Formula: C5H7NO
Source: the OMol25 dataset
Level of theory: ωB97M-V/def2-TZVPD

Cartesian coordinates (Å):
O 0.353 0.568 -1.982
N -0.055 0.418 1.620
C -1.069 -0.403 1.178
C -0.819 1.315 -1.395
C 0.244 -0.404 0.390
C 0.062 0.435 -0.685
C 1.278 -1.489 0.440
H -0.114 1.433 1.418
H -1.741 0.939 -1.826
H 1.078 -2.232 -0.338
H -1.955 0.087 0.743
H -0.739 2.394 -1.278
H 1.223 -1.976 1.415
H 2.284 -1.085 0.292

Properties
* highest occupied orbital energy (spin up / spin down): -7.4 / -7.3 eV
* energy above the lowest of the compared OMol25 structures with the same formula, charge and spin: 580.7 kJ/mol
* LUMO (spin up / spin down): 0.5 / 0.5 eV
* orbital gap (spin up / spin down): 0.2910 / 0.2879 hartree

=====

Entry 5:
Formula: C4H8O2
Source: the OMol25 dataset
Level of theory: ωB97M-V/def2-TZVPD

Cartesian coordinates (Å):
O 1.027 0.329 1.691
O 1.451 0.382 -1.068
C -0.276 -1.472 0.721
C -0.062 0.031 0.835
C 0.195 0.735 -0.488
C 0.268 0.059 -1.785
H 0.114 0.633 -2.698
H 1.825 0.149 1.171
H 0.576 -1.946 0.220
H -1.189 -1.706 0.162
H 0.048 -1.005 -1.861
H -0.362 -1.897 1.724
H 0.010 1.810 -0.479
H -0.941 0.485 1.306

Properties
* highest occupied orbital energy: -10.3 eV
* energy above the lowest of the compared OMol25 structures with the same formula, charge and spin: 190.1 kJ/mol
* SMILES: C[C@@H](O)[C@@H]1CO1
* LUMO: 1.0 eV
* orbital gap: 0.4156 hartree

=====

Entry 6:
Formula: C5H7NO2
Source: the OMol25 dataset
Level of theory: ωB97M-V/def2-TZVPD

Cartesian coordinates (Å):
O -0.220 1.165 2.033
O 0.989 -1.062 1.363
N -0.772 1.734 -0.085
C 1.865 -0.014 -1.756
C 1.136 -0.209 -0.827
C 0.271 -0.441 0.326
C -0.936 -1.309 -0.086
C -0.255 0.915 0.847
H -0.659 1.536 -1.064
H -1.605 -1.422 0.764
H -1.098 2.644 0.194
H 0.831 -0.531 2.164
H -0.574 -2.290 -0.381
H -1.475 -0.859 -0.916
H 2.503 0.143 -2.575

Properties
* highest occupied orbital energy: -10.0 eV
* energy above the lowest of the compared OMol25 structures with the same formula, charge and spin: 131.8 kJ/mol
* SMILES: C#C[C@@](C)(O)C(N)=O
* LUMO: 0.8 eV
* orbital gap: 0.3964 hartree

=====

Entry 7:
Formula: C8H14
Source: the OMol25 dataset
Level of theory: ωB97M-V/def2-TZVPD

Cartesian coordinates (Å):
C 0.318 0.568 2.368
C -1.036 0.496 0.232
C 0.120 0.135 -0.627
C 0.827 1.089 -1.273
C -0.962 0.672 1.549
C -2.312 0.854 -0.503
C 1.795 -1.819 -0.755
C 0.361 -1.314 -0.930
H 0.137 0.277 3.401
H -2.043 1.372 -1.428
H -1.820 0.973 2.143
H -2.959 0.009 -0.724
H 0.713 2.150 -1.109
H 0.948 -0.174 1.875
H 2.457 -1.289 -1.447
H 0.800 1.549 2.320
H -0.310 -1.934 -0.335
H 1.656 0.781 -1.896
H 1.849 -2.872 -1.060
H 2.208 -1.704 0.249
H 0.134 -1.485 -1.996
H -2.882 1.664 -0.052

Properties
* highest occupied orbital energy (spin up / spin down): 1.3 / -5.1 eV
* charge: -1
* energy above the lowest of the compared OMol25 structures with the same formula, charge and spin: 57.5 kJ/mol
* spin multiplicity: 2
* ⟨S²⟩: 0.7510
* LUMO (spin up / spin down): 4.1 / 3.9 eV
* orbital gap (spin up / spin down): 0.1034 / 0.3311 hartree

=====

Entry 8:
Formula: C31H63NO32
Source: the OMol25 dataset
Level of theory: ωB97M-V/def2-TZVPD

Cartesian coordinates (Å):
O 3.337 0.884 -4.515
O 4.500 -4.322 -0.681
O 3.464 4.635 3.078
O 0.284 -4.944 3.114
O -0.675 -3.846 -3.547
O 3.786 -0.237 2.563
O 1.655 0.484 2.351
O -1.140 -0.706 -0.418
O 3.166 -4.316 1.123
O -5.756 4.670 2.800
O 1.715 6.202 -5.244
O -2.761 1.257 4.666
O -5.183 -1.208 -2.794
O -2.898 2.341 6.510
O 3.500 0.600 -2.383
O -4.864 4.148 0.915
O -3.990 -1.331 -0.904
O -1.915 -5.518 3.335
O 1.471 4.500 2.036
O 3.119 5.310 0.960
O 2.223 -1.668 2.183
O 1.828 -0.415 -3.466
O -1.414 1.352 0.095
O -4.312 -3.138 -2.002
O -1.171 2.775 5.172
O 0.184 6.236 -3.645
O -2.025 -5.372 -4.480
O 2.372 -3.493 -0.697
O -0.361 0.871 -1.846
O -1.489 -5.396 -2.279
O 1.441 4.394 -4.110
O -1.124 -4.183 1.716
N -4.790 4.440 2.109
C 4.221 1.048 2.996
C 2.483 -0.390 2.338
C 1.029 5.626 -4.240
C -4.330 0.021 -0.609
C 2.794 0.304 -3.465
C 0.805 3.932 3.149
C -2.353 -6.493 -2.015
C -3.429 4.689 2.609
C -1.009 -4.989 2.752
C 2.539 -3.262 -2.083
C 2.636 0.935 -5.739
C -0.863 0.509 -0.815
C -0.713 -1.721 -1.319
C -4.582 -1.859 -1.986
C 1.371 7.559 -5.533
C 0.708 -5.934 4.033
C 4.189 -4.734 1.997
C -2.296 2.925 7.636
C -1.471 -4.907 -3.520
C 4.467 5.742 0.788
C 3.449 -4.084 -0.140
C 0.821 3.667 -3.046
C -1.400 2.745 -0.134
C 0.944 -1.941 1.622
C -0.550 -3.108 -4.752
C -2.069 0.731 3.552
C 2.753 4.812 2.119
C -2.404 -3.922 1.135
C -2.183 2.174 5.415
C -4.841 -3.928 -3.045
C 2.971 0.261 -1.110
H 4.590 6.090 -0.232
H 3.390 1.727 3.186
H -1.295 -3.319 -5.509
H -2.600 -0.117 3.130
H -4.712 -4.982 -2.833
H -1.087 0.383 3.881
H -1.321 2.456 7.822
H 1.033 2.604 -3.063
H 1.440 -5.590 4.769
H 0.304 7.606 -5.774
H 3.183 0.472 -6.560
H -0.244 3.883 -2.981
H 1.247 4.066 -2.117
H -2.706 4.613 1.811
H -1.948 3.958 7.538
H 4.768 -5.542 1.541
H 5.056 4.828 0.909
H 0.434 4.732 3.787
H 4.782 6.499 1.503
H 1.717 0.348 -5.679
H 1.420 8.124 -4.602
H 1.962 7.846 -6.392
H -2.266 -3.739 0.076
H -1.908 1.480 2.775
H -2.164 -7.253 -2.773
H 2.610 -4.199 -2.637
H 0.487 -2.992 -5.074
H 3.399 -2.656 -2.381
H 0.172 -1.777 2.373
H -5.413 0.105 -0.539
H 0.805 -1.348 0.723
H 1.727 -2.687 -2.522
H -2.867 -3.053 1.604
H 1.457 3.335 3.792
H -5.918 -3.809 -3.196
H -3.373 4.055 3.492
H -3.939 0.688 -1.379
H 0.060 3.194 2.864
H 4.695 1.530 2.135
H -0.517 3.110 -0.663
H -3.402 -6.217 -1.970
H 0.877 -2.978 1.320
H 3.851 -5.114 2.955
H 1.961 0.669 -1.042
H -3.864 0.315 0.327
H -2.957 2.814 8.487
H 4.908 1.005 3.833
H -0.549 -2.698 -0.860
H 1.329 -6.655 3.493
H 4.916 -3.935 2.141
H -0.105 -6.388 4.592
H 0.346 -1.591 -1.552
H -3.089 -4.742 1.346
H -1.413 3.313 0.790
H 3.650 0.657 -0.361
H 2.910 -0.821 -0.973
H -4.422 -3.653 -4.013
H -2.071 -6.891 -1.043
H -1.280 -1.820 -2.237
H -3.396 5.743 2.889
H -2.239 2.999 -0.784
H -0.692 -2.060 -4.448
H 2.408 1.966 -5.998

Properties
* highest occupied orbital energy: -10.9 eV
* energy above the lowest of the compared OMol25 structures with the same formula, charge and spin: 0.0 kJ/mol
* SMILES: C[N+](=O)[O-].COC(=O)OC.COC(=O)OC.COC(=O)OC.COC(=O)OC.COC(=O)OC.COC(=O)OC.COC(=O)OC.COC(=O)OC.COC(=O)OC.COC(=O)OC
* LUMO: 0.2 eV
* orbital gap: 0.4059 hartree

=====

Entry 9:
Formula: C20H20N2O3
Source: the OMol25 dataset
Level of theory: ωB97M-V/def2-TZVPD

Cartesian coordinates (Å):
O -2.645 4.822 7.514
O -1.670 -0.625 8.283
O 1.404 -2.344 5.047
N 0.834 0.453 1.361
N -0.404 0.022 1.191
C 0.356 -3.267 7.050
C -1.471 1.005 1.239
C 1.896 -0.216 1.040
C -0.015 0.176 5.772
C 0.208 -5.423 8.109
C -1.091 -3.554 8.987
C -2.686 5.225 8.901
C -0.710 -4.899 9.044
C -1.131 2.967 8.044
C -1.895 3.751 7.140
C -0.764 -1.379 1.253
C -0.457 1.857 7.569
C -0.559 1.437 6.218
C 0.743 -4.606 7.105
C 0.708 -2.214 6.049
C -1.219 2.310 5.311
C -0.852 -1.317 7.688
C -0.547 -2.750 7.989
C -0.012 -0.979 6.494
C -1.903 3.421 5.756
H -1.916 1.110 2.247
H -1.102 3.230 9.106
H 0.070 -2.003 0.913
H -1.688 5.494 9.273
H -1.798 -3.121 9.692
H -1.064 -1.692 2.272
H -2.272 0.693 0.553
H 0.420 0.136 4.774
H 0.180 1.290 8.245
H 2.853 0.147 1.429
H -2.462 4.063 5.074
H -3.332 6.104 8.910
H 0.495 -6.476 8.171
H -3.121 4.439 9.533
H -1.084 1.982 0.919
H 1.905 -1.062 0.330
H -1.210 2.058 4.251
H 1.448 -4.991 6.371
H -1.632 -1.532 0.596
H -1.128 -5.551 9.816

Properties
* highest occupied orbital energy: -7.5 eV
* energy above the lowest of the compared OMol25 structures with the same formula, charge and spin: 507.3 kJ/mol
* SMILES: COc1ccc(C=C2C(=O)c3ccccc3C2=O)cc1.C=NN(C)C
* LUMO: -0.7 eV
* orbital gap: 0.2487 hartree

=====

Entry 10:
Formula: C28H45BrNO8
Source: the OMol25 dataset
Level of theory: ωB97M-V/def2-TZVPD

Cartesian coordinates (Å):
Br 2.844 -5.075 -1.209
O -0.210 2.164 1.451
O -3.903 7.504 1.971
O -2.072 6.119 0.638
O 1.644 2.296 0.162
O 6.190 -0.841 -1.330
O -3.120 2.480 3.419
O -4.996 3.839 4.688
O 6.321 0.483 0.474
N 3.596 -1.333 0.314
C -2.688 -2.737 3.025
C 3.592 0.059 -1.783
C 3.220 -3.806 0.225
C -0.640 -0.987 -2.592
C 5.677 -0.158 -0.408
C 1.931 -3.412 0.941
C -1.754 -2.959 1.809
C 0.339 2.434 0.389
C 2.250 1.178 0.882
C -4.541 5.733 3.387
C -2.797 -2.128 -0.381
C -0.478 2.924 -0.790
C 0.096 -0.108 -3.595
C -3.272 3.624 3.040
C -0.538 -2.493 -2.893
C -1.657 1.973 -1.071
C 4.101 -0.125 -0.344
C -2.507 4.233 1.959
C -4.317 4.458 3.727
C -0.912 -3.353 -1.689
C -2.736 5.507 1.620
C -1.848 -1.825 0.774
C -3.761 6.346 2.323
C 1.581 0.213 -3.254
C -2.384 -3.301 -1.297
C 3.735 1.069 0.540
C 2.197 -0.567 -2.088
C 4.042 -2.577 -0.277
H -2.609 -4.219 -0.751
H 1.726 1.283 -3.116
H 5.091 -2.793 -0.066
H 4.316 -0.276 -2.518
H -3.049 -3.294 -2.161
H 3.843 -4.310 0.956
H -0.242 -3.100 -0.872
H 1.299 -4.280 1.107
H -0.003 -0.497 -4.607
H 4.088 1.956 0.024
H 1.688 0.258 0.737
H -0.821 3.946 -0.652
H -1.243 -2.663 -3.712
H -1.766 3.621 1.460
H -1.503 1.014 -0.586
H -3.751 -2.412 0.075
H -1.756 1.829 -2.142
H -1.702 -0.753 -2.697
H -0.431 0.850 -3.612
H 3.985 -2.557 -1.358
H -0.677 -4.385 -1.958
H 2.160 1.425 1.937
H -1.903 -3.944 1.373
H 0.441 -2.745 -3.300
H -4.632 2.934 4.726
H -2.426 7.027 0.602
H -3.313 -3.613 3.189
H 2.384 -1.585 -2.422
H -3.010 -1.220 -0.943
H 4.284 1.049 1.474
H -0.847 -1.531 0.463
H 1.412 -2.671 0.337
H -2.101 -2.574 3.925
H 1.631 -0.504 -1.166
H -2.257 -0.963 1.303
H -2.595 2.367 -0.687
H 0.179 2.898 -1.658
H -5.288 6.341 3.876
H 3.841 -1.333 1.296
H 2.189 -2.909 1.868
H -3.333 -1.872 2.891
H -0.745 -2.965 2.218
H 3.452 1.133 -1.921
H -0.396 -0.763 -1.559
H 2.169 -0.054 -4.134

Properties
* highest occupied orbital energy: -4.5 eV
* charge: -1
* LUMO: 0.1 eV
* orbital gap: 0.1690 hartree